# 1
Below is a 2-piece molecular cluster, CH5N5O2 overall in a non-equilibrium geometry, with properties calculated with the ωB97M-V functional and the def2-TZVPD basis.

Computed properties:
LUMO level (alpha / beta): 0.08 / -0.98 eV
Highest occupied orbital energy (alpha / beta): -5.50 / -10.29 eV
Frontier orbital gap (alpha / beta): 5.58 / 9.31 eV
Total energy: -465.07513 hartree
2S+1: 3
<S²>: 2.01

The geometry in XYZ format:
```
13
CH5N5O2 | the Open Molecules 2025 dataset | the ωB97M-V functional and the def2-TZVPD basis
H 1.58 -0.51 1.79
H 0.23 1.67 -2.20
H 1.83 2.41 -2.26
N 1.84 0.88 0.31
N -1.56 -0.97 1.13
H -1.90 -0.14 0.62
C 1.64 1.27 -0.73
O 1.73 -1.48 1.97
O 0.11 -2.96 1.60
H -1.82 -1.85 0.75
N -0.29 -0.74 1.44
N 1.25 1.55 -1.96
N 0.42 -1.78 1.67
```

# 2
Below is C3H16LiO5 as an isolated structure in a non-equilibrium geometry, with properties calculated with the ωB97M-V functional and the def2-TZVPD basis.

Computed properties:
LUMO level: -3.15 eV
Total charge: +1
Highest occupied orbital energy: -13.66 eV
Frontier orbital gap: 10.51 eV
Total energy: -507.49509 hartree
2S+1: 1

The geometry in XYZ format:
```
25
C3H16LiO5 | the Open Molecules 2025 dataset | the ωB97M-V functional and the def2-TZVPD basis
O 28.93 -25.24 -6.45
H 28.01 -27.92 -4.74
C 29.14 -29.24 -5.36
O 28.93 -27.92 -5.02
H 31.41 -29.50 -5.47
O 31.67 -25.76 -6.63
Li 30.29 -26.26 -5.29
H 29.35 -24.42 -6.71
H 27.99 -25.06 -6.47
H 28.39 -29.61 -6.05
H 30.54 -29.81 -6.95
H 32.34 -28.06 -3.63
H 29.23 -31.02 -3.91
H 27.92 -29.93 -3.63
O 31.88 -27.24 -3.80
H 32.00 -26.73 -3.00
H 30.72 -28.20 -6.41
H 29.81 -24.56 -3.27
H 31.75 -25.59 -7.57
H 31.27 -24.97 -3.32
O 30.52 -24.78 -3.88
H 29.46 -29.38 -3.24
C 28.94 -29.98 -3.99
C 30.53 -29.21 -6.04
H 32.44 -25.34 -6.24
```

# 3
Below is a 2-piece molecular cluster, C5H8N2S overall in a non-equilibrium geometry, with properties calculated with the ωB97M-V functional and the def2-TZVPD basis.

Computed properties:
LUMO level: 0.94 eV
Highest occupied orbital energy: -8.27 eV
Frontier orbital gap: 9.20 eV
Relative energy (zero: lowest compared OMol25 entry of this formula, charge and spin): 327.10 kJ/mol
Total energy: -702.90543 hartree
2S+1: 1

The geometry in XYZ format:
```
16
C5H8N2S | the Open Molecules 2025 dataset | the ωB97M-V functional and the def2-TZVPD basis
N 0.77 1.21 0.46
H 2.68 1.10 0.98
C -0.36 -2.24 -0.69
H -1.65 -3.78 -1.56
C -1.74 -0.30 -0.92
H -0.18 2.88 1.04
S -2.63 -1.49 -1.76
N -0.59 -0.87 -0.59
H -0.87 1.94 -0.45
C -1.35 -2.73 -1.47
C 1.79 1.49 1.41
H 0.24 -0.28 -0.23
C -0.15 2.04 0.32
H 1.94 2.58 1.53
H 0.56 -2.57 -0.44
H 1.55 1.02 2.37
```

# 4
Below is C23H23N4O2PdSi as an isolated structure, with properties calculated with the ωB97M-V functional and the def2-TZVPD basis.

Computed properties:
LUMO level: -4.16 eV
Total charge: +1
Highest occupied orbital energy: -10.48 eV
Frontier orbital gap: 6.32 eV
Relative energy (zero: lowest compared OMol25 entry of this formula, charge and spin): 0.00 kJ/mol
Total energy: -1677.03392 hartree
2S+1: 1

The geometry in XYZ format:
```
54
C23H23N4O2PdSi | the Open Molecules 2025 dataset | the ωB97M-V functional and the def2-TZVPD basis
C -1.90 -0.06 1.30
C -1.03 -0.34 -0.92
C 3.23 -1.05 3.15
N 1.01 -0.62 2.16
C 2.29 -0.91 2.04
H 2.58 -1.46 -4.55
H -3.75 4.08 -3.17
C 4.58 -1.33 2.96
C -3.13 0.16 0.75
C 5.44 -1.46 4.02
H 1.71 -0.68 4.61
H 4.99 -1.46 1.96
H -3.22 2.77 -2.13
Pd -2.29 -0.11 -3.44
H 0.21 -0.97 -5.12
H -2.42 3.06 -3.69
N -2.26 -0.09 -1.44
H -4.00 0.36 1.36
C -6.28 2.03 -3.16
C -4.80 2.38 -5.82
N -0.36 -0.67 -3.17
C 2.76 -0.90 4.45
O -4.05 0.36 -3.92
H 3.58 -1.31 0.40
H -4.24 0.32 -1.13
C 0.54 -0.95 -4.09
Si -4.63 1.92 -4.02
C 1.32 -0.92 -1.44
C 3.61 -1.03 5.54
H 5.04 -0.30 7.83
H -6.19 1.84 -2.09
C 1.53 -0.87 -0.03
C -0.81 -0.32 0.45
H -3.84 2.44 -6.32
C -3.29 0.14 -0.65
C -3.38 3.05 -3.18
C 4.96 -1.31 5.33
H -1.74 -0.04 2.37
C 0.01 -0.65 -1.86
H 6.49 -1.68 3.88
H -6.74 3.01 -3.29
H -6.96 1.29 -3.57
H 6.32 -1.46 8.27
H -5.31 3.34 -5.93
C 5.44 -1.30 7.65
H 3.22 -0.90 6.54
C 1.87 -1.23 -3.76
C 2.26 -1.22 -2.44
C 0.53 -0.59 0.88
H -5.40 1.63 -6.34
H 4.68 -2.05 7.91
O 5.87 -1.45 6.31
N 2.65 -1.08 0.73
H 3.29 -1.43 -2.18
```

# 5
Below is a single C4H12N2O molecule in a non-equilibrium geometry, with properties calculated with the ωB97M-V functional and the def2-TZVPD basis.

Computed properties:
LUMO level: 1.08 eV
Highest occupied orbital energy: -8.50 eV
Frontier orbital gap: 9.58 eV
SMILES: CCN(O)N(C)C
Relative energy (zero: lowest compared OMol25 entry of this formula, charge and spin): 359.22 kJ/mol
Total energy: -344.24820 hartree
2S+1: 1

The geometry in XYZ format:
```
19
C4H12N2O | the Open Molecules 2025 dataset | the ωB97M-V functional and the def2-TZVPD basis
C -0.47 -0.05 -1.75
H 1.73 -0.47 -0.55
C -1.90 0.52 0.12
O 1.18 2.01 0.16
C 0.91 -1.50 1.20
H 0.53 -1.24 2.18
H 0.11 -1.97 0.63
N 0.46 0.81 0.48
H 2.31 0.14 1.04
H 0.61 2.72 0.49
C 1.45 -0.25 0.50
H -0.59 -1.13 -1.64
H -2.07 -0.49 0.52
H -1.22 0.31 -2.45
N -0.61 0.67 -0.50
H -2.73 0.77 -0.55
H 0.51 0.16 -2.18
H 1.72 -2.21 1.32
H -1.95 1.21 0.96
```

# 6
Below is an isolated ion of composition C8H17N2O and charge +1 in a non-equilibrium geometry, with properties calculated with the ωB97M-V functional and the def2-TZVPD basis.

Computed properties:
LUMO level: -2.94 eV
Total charge: +1
Highest occupied orbital energy: -13.49 eV
Frontier orbital gap: 10.55 eV
SMILES: C/C=N/CC(C)(C)[N@H+](C)C=O
Relative energy (zero: lowest compared OMol25 entry of this formula, charge and spin): 224.49 kJ/mol
Total energy: -499.44689 hartree
2S+1: 1

The geometry in XYZ format:
```
28
C8H17N2O | the Open Molecules 2025 dataset | the ωB97M-V functional and the def2-TZVPD basis
N -0.83 -0.96 0.90
H -1.48 -2.60 1.76
C -0.52 -2.29 1.48
O -2.73 -0.85 -0.45
H 1.74 -1.74 0.27
C 1.50 -0.74 -0.01
H 0.00 -2.91 0.82
N -0.55 0.97 -1.18
H -0.70 1.87 0.82
H -2.18 2.08 -3.45
C -1.60 -1.16 -0.32
C -0.02 1.30 0.15
C 0.45 -0.06 0.86
C 0.93 0.31 2.24
H 1.34 -0.51 -1.08
H 2.34 -0.05 0.41
H 1.77 0.99 2.17
C -0.58 1.84 -2.14
C -1.20 1.60 -3.46
H -1.29 0.61 -3.67
H 0.70 2.04 -0.08
H 1.38 -0.45 2.91
H -1.40 -0.48 1.62
H -0.17 2.97 -2.05
H 0.05 -2.08 2.44
H -1.08 -1.87 -0.91
H 0.16 0.76 2.76
H -0.81 2.15 -4.32
```

# 7
Below is C32H46IrN2O2S4SbSe as an isolated structure in a non-equilibrium geometry, with properties calculated with the ωB97M-V functional and the def2-TZVPD basis.

Computed properties:
LUMO level (alpha / beta): 3.69 / 3.69 eV
Total charge: -2
Highest occupied orbital energy (alpha / beta): -1.25 / -2.12 eV
Frontier orbital gap (alpha / beta): 4.94 / 5.80 eV
Relative energy (zero: lowest compared OMol25 entry of this formula, charge and spin): 211.59 kJ/mol
Total energy: -5845.74164 hartree
2S+1: 5
<S²>: 6.02

The geometry in XYZ format:
```
89
C32H46IrN2O2S4SbSe | the Open Molecules 2025 dataset | the ωB97M-V functional and the def2-TZVPD basis
H 1.11 -2.67 -3.34
C 5.41 1.30 1.72
H -0.65 -1.05 -1.81
C -5.52 -2.53 -0.23
H -5.65 2.90 0.95
H -5.82 -2.27 0.76
H -2.57 -3.00 -1.93
S 2.59 5.25 5.77
C 1.90 -1.90 -0.14
H -1.20 -2.73 0.34
H -2.38 0.52 -3.31
H -4.25 -4.38 1.27
H 3.23 -4.87 -2.64
C 3.93 2.64 0.20
C -3.17 0.47 1.31
C -3.20 -1.78 0.27
Sb 0.71 4.17 5.09
O 2.54 0.86 2.13
H 6.14 0.52 1.75
C -3.77 -4.25 0.25
H 5.81 2.25 1.96
C 3.85 -0.69 -0.85
N 0.03 0.85 -1.06
H 1.81 -4.36 -1.56
C -1.82 0.24 1.78
H -2.68 -4.42 0.38
C -0.77 0.04 -1.81
C 2.91 -1.74 -1.14
H 3.51 -4.48 -0.98
C 2.95 -4.19 -1.87
H -4.72 -0.39 0.14
C 2.20 -2.42 -3.53
C -1.87 -1.94 0.68
H 5.31 1.63 -1.68
C 3.13 -2.70 -2.31
C -2.99 2.89 0.91
C 5.80 1.36 -0.77
C -3.87 1.83 1.60
C -4.02 -2.88 -0.31
Ir 0.76 1.43 3.09
H -5.92 1.16 1.24
H 6.44 2.21 -0.59
H 0.81 3.94 -1.86
C 4.50 -2.51 -2.92
H 4.76 1.14 2.55
H -3.40 3.85 1.15
C -3.75 -0.53 0.59
H -0.21 3.99 -0.45
C -5.21 1.88 0.84
C -4.02 2.04 3.14
H 5.35 -2.65 -2.24
H 4.62 -3.22 -3.79
N -1.29 2.14 -2.27
C 2.73 0.04 1.12
H 4.41 -1.52 -3.28
H -1.93 2.79 1.18
H -1.36 2.90 -2.97
H -4.04 -3.78 -2.38
S 0.87 3.77 2.72
C -0.22 2.09 -1.47
H -3.05 1.94 3.68
H 3.39 2.86 1.11
C -1.63 0.80 -2.58
H -3.12 2.77 -0.19
S -1.37 4.90 5.61
H 4.63 3.54 0.06
H -6.04 -3.49 -0.39
H 4.72 -0.61 -1.56
H -4.00 -1.98 -2.28
C -3.67 -2.87 -1.80
H 1.14 -2.69 -0.31
H 2.26 -1.43 -3.78
O -1.24 1.23 2.45
H -4.11 -4.99 -0.49
C 4.77 1.37 0.31
H -4.33 3.06 3.44
H -5.80 -1.86 -0.98
Se 0.45 -1.34 2.28
H 1.28 3.19 -0.31
C 0.45 3.38 -1.01
C 1.78 -1.02 0.91
H -4.80 1.35 3.50
H 2.47 -3.11 -4.32
C 3.78 0.20 0.22
H 3.17 2.64 -0.63
C -1.18 -0.94 1.41
S 0.80 1.78 5.40
H 6.47 0.41 -0.91
H -5.03 1.67 -0.24
```

# 8
Below is a single C3H9NO molecule, with properties calculated with the ωB97M-V functional and the def2-TZVPD basis.

Computed properties:
LUMO level: 0.95 eV
Highest occupied orbital energy: -9.40 eV
Frontier orbital gap: 10.35 eV
SMILES: C[C@H](N)CO
Relative energy (zero: lowest compared OMol25 entry of this formula, charge and spin): 72.66 kJ/mol
Total energy: -249.68602 hartree
2S+1: 1

The geometry in XYZ format:
```
14
C3H9NO | the Open Molecules 2025 dataset | the ωB97M-V functional and the def2-TZVPD basis
H 2.29 -0.07 -0.98
H -1.69 -0.80 0.95
C -0.32 -0.05 -0.37
C -0.46 1.40 0.10
H 0.98 -1.78 -0.05
O 2.13 -0.02 -0.02
H 0.52 1.90 -0.02
H -1.19 1.95 -0.50
H -0.25 -0.03 -1.46
N -1.55 -0.79 -0.06
C 0.91 -0.70 0.25
H -1.47 -1.77 -0.35
H -0.72 1.43 1.17
H 0.83 -0.67 1.35
```

# 9
Below is C26H31AlFNO3S as an isolated structure, with properties calculated with the ωB97M-V functional and the def2-TZVPD basis.

Computed properties:
LUMO level: -5.59 eV
Total charge: +2
Highest occupied orbital energy: -14.16 eV
Frontier orbital gap: 8.57 eV
Relative energy (zero: lowest compared OMol25 entry of this formula, charge and spin): 0.00 kJ/mol
Total energy: -2029.90684 hartree
2S+1: 1

The geometry in XYZ format:
```
64
C26H31AlFNO3S | the Open Molecules 2025 dataset | the ωB97M-V functional and the def2-TZVPD basis
H -3.20 -1.71 -7.22
C -0.17 4.29 1.31
H 1.90 3.94 1.69
H -3.38 -5.05 0.41
H -3.80 -0.58 -5.10
C -2.73 2.75 -2.97
O -0.81 -1.54 0.71
H 0.26 1.25 -3.65
H -0.75 5.41 -3.63
C -1.82 -0.78 -4.29
H 2.49 -2.03 -1.72
C -0.20 -1.90 -5.63
H -3.77 -4.06 -0.97
C -1.39 3.80 0.90
H 3.41 -1.53 0.57
H -0.90 -2.55 -7.55
H -1.14 -4.52 1.51
H -3.74 2.50 -2.70
C -1.70 -3.99 -0.42
H -1.34 -4.90 -0.90
H 1.90 -2.12 1.30
H -1.83 -1.42 3.00
C 0.88 2.20 0.91
C -3.22 -3.05 2.37
C -3.69 -2.97 0.90
H 0.92 3.62 -3.93
C -1.04 4.38 -3.49
C -0.33 1.65 0.46
C -1.77 1.75 -3.14
H -3.49 -1.98 0.48
O 1.28 -0.58 -0.87
H 0.97 -2.59 -0.98
C -0.09 3.37 -3.65
C 1.84 -1.95 -0.85
H 2.97 -3.22 0.43
O -1.37 -0.47 -1.74
S -2.33 0.10 -2.84
N -0.95 -3.78 0.84
C -1.16 -2.05 -6.63
C -2.35 4.07 -3.16
Al -0.44 -0.11 -0.27
H 0.79 -2.29 -5.78
C -2.79 -0.94 -5.26
C -0.46 2.05 -3.49
C 0.97 3.51 1.34
H -3.25 -4.09 2.69
F -0.09 5.56 1.71
C -1.09 -2.57 1.39
C -1.80 -2.47 2.68
C -1.45 2.48 0.47
C -0.52 -1.26 -4.45
C -3.18 -4.07 -0.05
H -3.08 4.86 -3.04
C -2.45 -1.58 -6.45
H -1.31 -3.05 3.47
C 2.57 -2.21 0.44
H -2.26 4.44 0.92
H 1.97 0.10 -0.89
H 0.21 -1.15 -3.66
H -4.78 -3.05 0.92
H -1.49 -3.15 -1.08
H -2.42 2.11 0.14
H 1.78 1.59 0.97
H -3.92 -2.51 3.01
```

# 10
Below is a 2-piece molecular cluster, C2H3Cl2O2Si overall in a non-equilibrium geometry, with properties calculated with the ωB97M-V functional and the def2-TZVPD basis.

Computed properties:
LUMO level (alpha / beta): 2.60 / 2.36 eV
Total charge: -1
Highest occupied orbital energy (alpha / beta): -4.83 / -3.55 eV
Frontier orbital gap (alpha / beta): 7.42 / 5.91 eV
Relative energy (zero: lowest compared OMol25 entry of this formula, charge and spin): 368.42 kJ/mol
Total energy: -1438.41612 hartree
2S+1: 1

The geometry in XYZ format:
```
10
C2H3Cl2O2Si | the Open Molecules 2025 dataset | the ωB97M-V functional and the def2-TZVPD basis
O -2.10 1.89 -0.93
Cl -2.43 -1.40 -1.59
Si -1.42 -0.49 0.06
H 2.56 -1.15 0.17
O -2.03 1.75 1.35
H 2.86 0.56 0.06
Cl -2.36 -1.64 1.61
C -1.94 1.40 0.20
H 3.70 -0.52 -0.91
C 3.15 -0.38 -0.03
```

# 11
Below is an isolated ion of composition C7H11N2O3 and charge +1 in a non-equilibrium geometry, with properties calculated with the ωB97M-V functional and the def2-TZVPD basis.

Computed properties:
LUMO level (alpha / beta): -3.66 / -3.66 eV
Total charge: +1
Highest occupied orbital energy (alpha / beta): -10.90 / -10.90 eV
Frontier orbital gap (alpha / beta): 7.24 / 7.24 eV
SMILES: CCc1oc(/[NH+]=C/N)c(O)c1O
Relative energy (zero: lowest compared OMol25 entry of this formula, charge and spin): 255.01 kJ/mol
Total energy: -608.20943 hartree
2S+1: 1

The geometry in XYZ format:
```
23
C7H11N2O3 | the Open Molecules 2025 dataset | the ωB97M-V functional and the def2-TZVPD basis
H -2.46 -1.15 -0.30
H -2.51 1.74 0.34
C 2.15 -1.25 -0.23
H 3.39 1.06 -0.63
H 3.12 -0.96 0.19
C -0.79 0.72 0.56
H 2.43 -3.30 0.34
H -4.67 0.84 -0.25
C 1.20 -0.11 -0.06
H 1.05 3.84 0.38
O 0.22 3.34 0.24
N -2.11 0.81 0.18
C 1.53 1.25 -0.13
H 2.29 -1.44 -1.30
H -4.77 -0.85 -0.58
H 1.51 -2.36 1.51
C 0.44 2.07 0.06
H 0.75 -2.89 0.00
C 1.67 -2.53 0.45
N -4.21 -0.05 -0.35
O -0.08 -0.37 0.19
C -2.90 -0.17 -0.17
O 2.75 1.76 -0.44
```

# 12
Below is C24H44ClF5OP2Tc as an isolated structure in a non-equilibrium geometry, with properties calculated with the ωB97M-V functional and the def2-TZVPD basis.

Computed properties:
LUMO level (alpha / beta): 0.22 / -1.14 eV
Highest occupied orbital energy (alpha / beta): -7.53 / -8.50 eV
Frontier orbital gap (alpha / beta): 7.75 / 7.37 eV
Total energy: -2738.97755 hartree
2S+1: 4
<S²>: 3.77

The geometry in XYZ format:
```
78
C24H44ClF5OP2Tc | the Open Molecules 2025 dataset | the ωB97M-V functional and the def2-TZVPD basis
F -3.29 -2.91 4.41
H 2.32 -3.87 -2.43
C -3.10 -2.37 -0.16
C 3.56 0.14 1.18
O -0.66 -0.11 1.22
H -1.87 -2.57 -4.59
H -3.11 -2.75 -3.35
H -1.16 -4.22 -3.33
H -2.93 -1.46 0.42
H -0.47 3.46 -1.33
H 2.41 2.03 3.29
C -0.13 -4.24 -2.98
H 1.73 3.70 1.78
C -0.36 3.28 1.67
H -1.01 2.47 1.37
F -2.22 1.43 5.76
P -0.76 -1.74 -1.67
F -2.24 -2.46 2.25
H 3.55 1.11 -0.72
C 4.37 2.46 0.72
H 0.81 2.48 3.85
H 2.41 -2.15 -2.09
Tc 0.32 0.07 -0.58
C -1.38 -0.28 2.51
H 2.49 5.31 -1.33
C 0.43 -2.86 -2.62
H 0.46 4.52 -2.37
H 1.31 5.21 -0.05
H 2.94 4.61 0.21
H -3.80 -0.25 -2.65
H -3.57 -3.10 0.50
H 0.37 2.80 -2.72
H -3.80 -2.15 -0.95
C -2.69 -1.71 4.17
C -2.72 -0.76 5.13
C -1.79 -2.95 -0.69
C -2.54 -2.03 -3.93
H -0.68 3.64 2.65
H 4.04 3.02 1.59
C -1.81 -1.03 -3.05
H 1.03 1.00 2.94
H 0.48 -4.67 -3.78
P 1.58 1.94 0.18
Cl 1.50 0.39 -2.70
F -1.20 1.90 3.55
H -1.62 -3.96 1.20
H -1.03 -0.55 -3.64
H 1.72 -3.25 -0.90
H -0.30 -2.84 0.88
H 3.98 0.37 2.15
C -2.06 -1.46 2.94
H 1.63 -0.88 -0.42
H -0.34 -4.39 0.07
C 1.80 -3.03 -1.97
H -0.49 4.10 0.97
H 5.32 1.99 0.98
H -2.05 -3.73 -1.40
H 4.57 3.16 -0.09
H 0.59 -2.30 -3.54
H 4.25 -0.54 0.67
H -2.57 0.38 -1.56
C -2.77 0.07 -2.58
C 1.10 2.82 1.75
C -0.96 -3.57 0.42
H 2.47 2.97 -1.76
C -1.55 0.68 3.58
H -3.25 -1.50 -4.56
C 1.36 2.02 3.02
H 2.63 -0.40 1.33
F -3.32 -0.99 6.32
C 2.14 4.68 -0.52
H -2.65 0.94 -3.23
H -0.64 1.12 -1.39
C 1.69 3.33 -1.09
C 3.36 1.39 0.32
C 0.43 3.53 -1.92
C -2.16 0.45 4.83
H -0.08 -4.92 -2.14
```

- Among the records above, which one has the highest 2S+1?
  C32H46IrN2O2S4SbSe

- Which formula does entry 10 have?
  C2H3Cl2O2Si